No. 1
Computed, not measured: a structure of composition C22H35NO2P2PbS2, with ωB97M-V/def2-TZVPD.

Geometry as XYZ:
```
65
Properties=species:S:1:pos:R:3:forces:R:3
P 0.1406 2.7779 -2.5997 -0.948 -0.415 -1.567
P -2.6685 2.1443 -0.5815 -0.790 -0.101 -3.444
C -1.5607 2.3068 -3.2731 0.580 -0.148 0.517
C -2.6956 2.8322 -2.3893 -0.298 0.222 0.209
H -1.5493 1.2088 -3.3748 -0.260 0.508 0.042
H -1.6037 2.7033 -4.3046 -0.170 -0.066 0.479
H -2.6974 3.9329 -2.3724 0.035 -0.254 -0.037
H -3.6427 2.5023 -2.8429 0.014 0.254 0.279
C -2.9021 0.4823 -1.3604 0.179 -0.893 0.370
H -3.0579 -0.3039 -0.6199 -0.258 0.065 -0.020
H -2.0274 0.1761 -1.9493 -0.339 0.117 0.398
H -3.7691 0.5105 -2.0358 0.188 0.012 0.240
C -4.4441 2.3402 -0.1652 -0.386 0.227 0.299
H -5.0768 2.0061 -0.9931 0.162 0.075 0.004
H -4.7215 3.3645 0.0871 0.138 0.030 -0.004
H -4.6982 1.7193 0.6966 0.134 0.008 0.050
C 0.9890 1.8738 -3.9787 0.596 -0.122 0.177
H 2.0661 2.0302 -3.8835 0.025 -0.108 -0.134
H 0.6700 2.2757 -4.9482 0.001 -0.150 0.203
H 0.7982 0.7940 -3.9605 0.030 0.209 0.125
C 0.0888 4.3744 -3.5081 0.377 0.613 0.251
H -0.7174 5.0057 -3.1324 0.096 0.064 0.101
H -0.0755 4.2152 -4.5769 -0.017 -0.069 0.130
H 1.0321 4.9023 -3.3898 0.044 0.226 0.034
Pb -0.6924 1.7177 1.6539 0.256 0.596 2.251
C -1.2119 -3.1415 -1.0068 -1.092 -0.182 0.330
C -1.2217 -3.6485 -2.2601 -0.518 0.149 -0.365
C -0.0057 -3.9384 -3.0592 1.482 0.581 -0.335
C 1.2603 -4.1680 -2.1620 -1.654 -0.063 0.364
C 1.9444 -2.9406 -1.6417 0.969 -0.255 -0.058
C 1.6259 -1.6789 -1.9472 -0.103 0.515 0.353
C 0.2326 -1.1359 -1.7863 -1.005 -0.615 -0.192
C -0.6211 -1.8206 -0.6171 2.418 0.122 -0.047
C 1.5671 1.9022 1.6648 -0.160 -0.407 -0.447
H -1.7406 -3.7334 -0.2234 -0.900 1.364 -0.624
H -2.1506 -3.8930 -2.7973 0.130 -1.382 1.073
H 0.2306 -3.1918 -3.8331 0.071 -0.152 -0.059
H -0.2026 -4.8919 -3.5836 0.017 0.439 0.157
H 0.9474 -4.8262 -1.3356 0.272 -0.161 -0.325
H 2.0077 -4.6798 -2.7835 -0.024 0.042 0.262
H 2.8475 -3.1451 -1.0446 0.400 0.047 -1.266
H 2.3591 -0.9227 -2.2560 0.232 -0.145 1.350
H -0.3153 -1.2816 -2.7288 -0.373 0.352 0.145
H 0.3507 -0.0492 -1.6232 -0.258 -0.408 0.079
H -0.0302 -1.9381 0.3061 0.245 0.282 -0.303
H -1.4099 -1.1133 -0.3082 0.063 -0.702 -0.351
H 2.0914 1.7984 2.6256 -0.407 0.295 -0.700
H 1.7648 2.8445 1.1493 0.388 -0.298 -0.105
H 1.7271 1.0121 1.0517 0.782 0.223 -0.357
O 0.9864 2.2598 6.5151 0.060 -0.016 0.096
S 1.6684 1.7084 5.3855 -0.317 -0.290 -1.433
O 2.7220 2.4701 4.7541 -0.451 -0.426 0.461
N 0.5321 1.2511 4.2030 -0.143 -1.000 1.047
C 0.4440 -0.0700 4.0685 0.065 2.940 -0.177
S -0.7460 -0.6249 2.9829 0.205 -1.255 -0.190
C 1.4183 -0.8227 4.8647 0.866 -0.561 1.054
C 1.6192 -2.2037 4.9544 0.284 0.499 0.322
C 2.5375 -2.6680 5.9128 -0.202 0.535 -0.124
C 3.2076 -1.7766 6.7759 0.188 -0.605 -0.024
C 3.0271 -0.3975 6.6939 -0.208 0.142 -0.354
C 2.1674 0.0364 5.6917 -0.264 -0.318 0.384
H 1.0719 -2.8726 4.2920 0.114 0.079 0.233
H 2.6985 -3.7396 5.9939 0.087 0.205 0.082
H 3.9071 -2.1744 7.5207 -0.380 0.091 -0.296
H 3.5067 0.3128 7.3937 -0.268 -0.560 -0.611
```
Forces are in eV/Å.

Charge: 0
Highest occupied orbital energy in Ha: -0.263
Gap between HOMO and LUMO in eV: 6.51
E_tot in Ha: -2736.220159
Energy relative to the best compared isomer or geometry (same formula, charge and spin) in eV: 2.033


No. 2
Computed, not measured: a structure of composition C18H60N4O12Y, with ωB97M-V/def2-TZVPD.

Geometry as XYZ:
```
95
Properties=species:S:1:pos:R:3:forces:R:3
Y -0.2837 3.8737 2.2700 1.241 -6.558 -2.083
O -1.6704 1.9002 1.6572 1.832 4.656 0.748
C -0.8916 1.0056 0.9237 0.822 -1.694 0.522
C 0.4764 1.4481 0.2836 -0.925 1.005 -0.553
O 1.1654 2.5456 0.8609 -1.835 2.996 3.498
H -1.5331 0.4588 0.2326 0.028 0.448 -0.915
H -0.7136 0.1819 1.6150 0.738 -0.204 0.313
H 0.3199 1.9289 -0.6820 -0.547 -1.435 -0.840
H 1.1776 0.6138 0.2702 -0.277 -0.206 -0.354
C -4.1377 -0.3810 4.2586 -1.223 -0.684 -1.197
C -2.9007 -1.2167 4.1122 -0.078 -1.050 1.521
C -2.6962 -2.1554 2.8510 -0.623 1.596 1.397
O -3.7692 -3.0834 2.7267 1.468 0.919 -0.023
C -3.7012 -4.1629 3.6358 -0.555 -0.738 -0.117
N -1.8077 -0.3278 4.3831 2.616 0.512 -0.796
H -5.0188 -1.0026 4.4174 -0.184 0.100 -0.157
H -4.2624 0.1758 3.3299 -0.369 0.386 0.115
H -4.0442 0.2868 5.1151 0.000 -0.014 -0.083
H -2.9094 -1.8667 4.9871 0.070 -0.505 -0.006
H -1.7055 -2.6093 2.8764 0.001 -0.428 0.393
H -2.6267 -1.4569 2.0170 -0.629 -0.259 -0.616
H -2.7689 -4.7232 3.7064 0.514 0.248 -0.707
H -4.4541 -4.8371 3.2276 -0.029 -0.171 0.497
H -3.8992 -3.9323 4.6826 -0.501 0.491 -0.027
H -1.9961 0.3460 5.1116 -0.357 -0.375 0.286
H -1.5984 0.2577 3.5872 -0.082 0.058 -0.469
C -5.8398 0.7941 -1.7296 0.296 -0.341 0.298
C -5.0289 -0.4604 -1.3706 1.019 -0.119 0.027
C -3.7310 -0.5250 -2.1718 -0.184 0.779 -1.071
O -3.1222 -1.7817 -2.3422 0.428 -0.039 0.194
C -2.4974 -2.3642 -1.2016 -1.050 -0.516 -0.473
N -4.7758 -0.5122 0.0795 -0.464 0.682 0.481
H -5.2000 1.6723 -1.8167 0.037 0.110 0.115
H -6.5755 0.9410 -0.9389 -0.069 0.158 -0.076
H -6.3623 0.6569 -2.6763 0.040 -0.003 0.028
H -5.6415 -1.2935 -1.7153 0.083 -0.407 0.393
H -3.0038 0.2404 -1.9010 0.272 0.075 0.985
H -3.9540 -0.1377 -3.1660 -0.229 -0.569 -0.494
H -1.5645 -1.9136 -0.8629 0.117 0.541 -0.166
H -2.2752 -3.3867 -1.5068 0.077 0.022 0.120
H -3.2219 -2.4077 -0.3883 0.243 -0.239 0.190
H -4.6730 0.4332 0.4198 -0.657 0.334 0.051
H -3.9095 -0.9025 0.4220 -0.019 -0.690 -0.703
C 3.5504 -1.5101 1.5137 0.088 -2.201 -0.662
C 4.8685 -2.0048 0.8213 -0.882 1.654 0.127
C 4.8666 -3.2338 -0.0684 -1.613 -1.310 1.017
O 6.1666 -3.6627 -0.3077 0.776 -0.124 -0.217
C 6.3432 -4.9589 -0.8797 0.452 -0.209 1.074
N 5.3091 -0.8670 0.0530 1.143 0.248 -0.827
H 3.1919 -2.3104 2.1611 0.080 0.296 0.694
H 2.7274 -1.4690 0.8002 0.087 0.382 -0.481
H 3.6564 -0.5403 2.0000 0.274 -0.283 0.064
H 5.6422 -2.1729 1.5706 -0.124 -0.187 0.238
H 4.3447 -3.2036 -1.0249 -0.363 0.813 -0.137
H 4.2792 -3.9277 0.5330 0.096 -1.010 0.031
H 7.4212 -5.1145 -0.9207 -0.041 0.258 -0.467
H 5.8678 -5.1754 -1.8364 -0.082 0.594 -0.161
H 6.0296 -5.7360 -0.1827 -0.481 -0.002 0.206
H 4.6632 -0.7605 -0.7162 -0.633 0.380 -0.107
H 6.0507 -1.3315 -0.4512 1.148 0.784 -0.365
C 3.8581 0.6492 -4.4506 -0.298 -1.123 -0.406
C 2.8837 1.7823 -4.2844 0.504 -0.078 -1.505
C 1.6925 1.4392 -3.4367 -1.498 -0.753 -0.443
O 0.8293 0.5564 -4.1500 0.471 -0.105 -0.450
C -0.4018 0.2202 -3.5753 0.017 0.185 0.666
N 3.5147 2.9667 -3.7992 -0.156 0.903 0.665
H 4.8305 0.8199 -4.9124 0.037 0.926 0.509
H 3.4568 -0.0538 -5.1805 -0.449 -0.458 0.437
H 3.9578 0.1773 -3.4731 0.398 -0.374 -0.073
H 2.5314 2.0859 -5.2702 -0.354 -0.382 -0.195
H 1.1223 2.3407 -3.2126 -0.061 0.365 -0.027
H 1.9935 1.0105 -2.4808 0.238 -0.335 0.343
H -0.2632 -0.3310 -2.6452 0.097 -0.478 0.191
H -0.9978 -0.3791 -4.2636 0.290 0.006 -0.041
H -0.9984 1.0820 -3.2760 -0.068 0.513 -0.230
H 3.6020 2.8870 -2.7962 0.584 0.054 0.293
H 2.7401 3.6104 -3.8750 0.254 1.043 0.026
O 3.7219 2.7496 2.5922 -0.689 0.266 0.303
H 3.2900 2.4607 1.7883 -0.162 -0.225 -0.699
H 4.6488 2.5588 2.4485 0.398 -0.103 0.158
O 0.9684 4.4868 -1.9769 -0.065 0.207 0.017
H 0.5350 5.1650 -1.4588 -0.103 0.369 -0.096
H 0.8612 3.6866 -1.4626 0.049 -0.398 0.034
O 1.2018 2.5973 3.8013 -1.640 1.344 -0.231
H 1.1627 1.7435 4.2323 -0.423 -0.493 0.291
H 2.0871 2.6435 3.4401 1.517 0.008 -0.418
O -2.6478 2.7837 -1.6001 0.152 0.023 -0.083
H -2.6876 3.7381 -1.5377 -0.122 0.314 -0.231
H -2.3971 2.4961 -0.7222 -0.031 -0.336 0.391
O -4.5460 2.0654 1.6336 -0.313 0.260 0.243
H -3.5916 2.0121 1.5837 0.723 -0.197 0.054
H -4.7558 2.9359 1.2953 -0.326 0.170 -0.192
O 3.6393 3.3725 -0.8492 0.227 -0.206 0.271
H 2.8018 3.1905 -0.4229 -0.432 -0.135 0.186
H 4.0033 4.1092 -0.3584 0.255 0.266 -0.029
```
Forces are in eV/Å.

Charge: +1
Highest occupied orbital energy in Ha: -0.384
Gap between HOMO and LUMO in eV: 3.56
E_tot in Ha: -1881.569632


No. 3
Computed, not measured: an isolated molecule of C3H2F5NO2, with ωB97M-V/def2-TZVPD.

Geometry as XYZ:
```
13
Properties=species:S:1:pos:R:3:forces:R:3
O 2.0178 -1.2806 0.8521 -0.728 1.149 -1.171
C 1.5402 -0.4729 0.0937 0.990 -1.242 1.510
O 1.7408 -0.5571 -1.2305 -0.017 0.007 0.085
N 0.8117 0.6891 0.5942 0.043 -0.499 -1.102
C -0.5643 0.7612 0.2423 0.142 -0.333 1.025
F -0.7630 1.3559 -0.9505 -0.037 0.257 -0.849
F -1.1893 1.5217 1.1479 -0.221 0.461 0.306
C -1.3160 -0.5922 0.2145 -0.463 0.304 0.040
F -1.0150 -1.3262 1.2721 -0.062 -0.077 0.030
F -2.6316 -0.3370 0.2060 0.334 -0.222 -0.014
F -1.0125 -1.2626 -0.8965 0.055 -0.214 -0.091
H 1.1258 -0.0067 -1.7270 -0.050 0.199 -0.061
H 1.2554 1.5076 0.1819 0.014 0.209 0.292
```
Forces are in eV/Å.

Charge: 0
Highest occupied orbital energy in Ha: -0.422
Gap between HOMO and LUMO in eV: 11.85
SMILES: O=C(O)NC(F)(F)C(F)(F)F
E_tot in Ha: -820.112601
Energy relative to the best compared isomer or geometry (same formula, charge and spin) in eV: 0.000


No. 4
Computed, not measured: a cluster of 2 separate species, H5NOSSi in total, with ωB97M-V/def2-TZVPD.

Geometry as XYZ:
```
9
Properties=species:S:1:pos:R:3:forces:R:3
N 0.3154 1.7283 0.4657 -0.278 -2.931 -1.167
O -1.4801 -1.5845 0.3148 -0.193 -0.313 0.252
Si -0.1204 -0.9015 -0.2089 0.462 3.455 0.137
S -0.0685 -0.7694 -2.3318 -0.464 -0.598 0.274
H -0.6570 2.0263 0.5181 -0.082 -0.037 0.153
H 0.6189 1.5804 1.4248 -0.134 -0.037 0.192
H -2.3264 -1.5228 -0.1215 -0.213 0.187 -0.170
H 0.9303 -1.5660 0.5104 0.516 -0.205 0.171
H 0.8841 0.1443 -2.3693 0.386 0.478 0.157
```
Forces are in eV/Å.

Charge: 0
Highest occupied orbital energy (spin up / spin down) in Ha: -0.310 / -0.310
Gap between HOMO and LUMO (spin up / spin down) in eV: 8.58 / 8.58
E_tot in Ha: -820.650773
Energy relative to the best compared isomer or geometry (same formula, charge and spin) in eV: 3.179


No. 5
Computed, not measured: a cluster of 2 separate species, C3H9N2O in total, with ωB97M-V/def2-TZVPD.

Geometry as XYZ:
```
15
Properties=species:S:1:pos:R:3:forces:R:3
C 0.6882 -0.0556 0.4644 -0.694 -1.426 -1.555
C -2.9187 -0.9092 0.2959 -1.480 1.116 -0.574
C 3.0093 0.4582 -0.2386 0.407 -0.567 -1.927
N -2.0135 -0.1465 -0.4814 1.116 -1.386 -1.396
N 1.6507 -0.0377 -0.3426 -1.086 0.166 0.162
O -1.8065 1.0347 -0.0282 -1.545 1.420 1.502
H 0.6946 0.2021 1.4672 0.221 0.838 2.028
H -3.9687 -0.3357 0.4208 2.125 -1.565 -0.611
H -2.8460 -1.8922 -0.1870 -0.998 0.247 0.411
H -2.4828 -0.9355 1.2529 0.218 -0.348 1.725
H 3.6328 -0.3934 -0.6307 -0.215 1.287 0.257
H 3.1899 0.5948 0.7809 0.627 0.545 1.464
H 3.0516 1.4002 -0.8466 0.415 -0.977 0.614
H 1.3818 -0.3976 -1.2286 0.077 -0.414 -1.273
H -1.2628 1.4133 -0.6985 0.813 1.065 -0.826
```
Forces are in eV/Å.

Charge: +1
Highest occupied orbital energy (spin up / spin down) in Ha: -0.451 / -0.535
Gap between HOMO and LUMO (spin up / spin down) in eV: 5.65 / 10.09
E_tot in Ha: -303.959108
Energy relative to the best compared isomer or geometry (same formula, charge and spin) in eV: 7.925


No. 6
Computed, not measured: a structure of composition C6H7N3S2, with ωB97M-V/def2-TZVPD.

Geometry as XYZ:
```
18
Properties=species:S:1:pos:R:3:forces:R:3
C -3.4577 1.2144 -0.6228 2.042 0.515 -0.942
C -2.1207 1.6638 -0.4603 -2.606 0.591 -3.912
C -0.9362 0.7315 -0.3926 -1.514 -2.787 -0.320
C 1.8907 0.0833 -0.9987 0.124 0.975 0.885
C 2.7594 -1.0060 1.0372 -3.886 -2.791 0.632
C 1.0441 -2.2196 1.4219 0.423 -0.952 -0.712
H -3.8078 0.1441 -0.9998 1.258 2.110 1.592
H -4.2932 1.9598 -0.6394 1.009 -0.649 0.049
H -1.7833 2.7919 -0.7588 -1.321 -2.511 1.626
H -1.2695 -0.3840 -0.3407 0.654 2.142 0.211
H -0.5951 1.1338 0.5011 1.374 -0.366 2.296
H 3.5354 -0.3575 1.2068 1.830 1.259 -0.211
H 0.3085 -2.9951 1.8532 1.529 1.585 -0.672
N 1.8329 -0.9549 -0.0857 4.495 0.838 3.068
N 2.2765 -1.8371 1.9905 -0.838 1.590 -2.952
N 0.8505 -1.7263 0.1977 -3.307 -1.919 1.309
S 0.4966 0.8982 -1.5191 -1.812 0.999 -1.602
S 3.2688 0.8597 -1.3905 0.546 -0.629 -0.344
```
Forces are in eV/Å.

Charge: 0
Highest occupied orbital energy in Ha: -0.326
Gap between HOMO and LUMO in eV: 7.90
E_tot in Ha: -1193.330790
Energy relative to the best compared isomer or geometry (same formula, charge and spin) in eV: 3.185


What is the charge in the fourth record?
0


Repeat the fourth record exactly.
Computed, not measured: a cluster of 2 separate species, H5NOSSi in total, with ωB97M-V/def2-TZVPD.

Geometry as XYZ:
```
9
Properties=species:S:1:pos:R:3:forces:R:3
N 0.3154 1.7283 0.4657 -0.278 -2.931 -1.167
O -1.4801 -1.5845 0.3148 -0.193 -0.313 0.252
Si -0.1204 -0.9015 -0.2089 0.462 3.455 0.137
S -0.0685 -0.7694 -2.3318 -0.464 -0.598 0.274
H -0.6570 2.0263 0.5181 -0.082 -0.037 0.153
H 0.6189 1.5804 1.4248 -0.134 -0.037 0.192
H -2.3264 -1.5228 -0.1215 -0.213 0.187 -0.170
H 0.9303 -1.5660 0.5104 0.516 -0.205 0.171
H 0.8841 0.1443 -2.3693 0.386 0.478 0.157
```
Forces are in eV/Å.

Charge: 0
Highest occupied orbital energy (spin up / spin down) in Ha: -0.310 / -0.310
Gap between HOMO and LUMO (spin up / spin down) in eV: 8.58 / 8.58
E_tot in Ha: -820.650773
Energy relative to the best compared isomer or geometry (same formula, charge and spin) in eV: 3.179